1.
The following is a DFT calculation (ωB97M-V with the def2-TZVPD basis set) of a cluster of 6 separate species, C32H69BrN4O21P5 in total.

Kohn-Sham gap (eV): 6.026
Net charge: +1
Total energy (eV): -199724.9486
Largest force on an atom (Eh/bohr): 0.1874
E_LUMO (eV): -4.93

Each line ends with the Löwdin charge.
Atoms and positions in Å:
C (4.8882, 2.5493, -0.4668)  -0.07
C (4.4935, 2.0957, -1.9505)  -0.27
O (3.7481, 3.1752, -2.5256)  -0.17
C (2.5077, 2.7231, -3.1162)  -0.21
C (1.2565, 3.1320, -2.2503)  -0.15
C (0.8892, 2.0855, -1.1235)  -0.18
C (-0.3788, 1.2166, -1.4467)  -0.19
C (-0.4087, -0.1437, -0.6459)  -0.09
C (0.6881, -1.1091, -1.2260)  -0.18
C (1.3494, -2.1462, -0.4118)  0.01
C (2.3343, -3.0614, -0.9774)  -0.51
Br (3.2092, -4.4698, 0.0019)  0.86
C (2.6253, -2.8099, -2.4273)  -0.12
C (3.6854, -3.7032, -3.1393)  -0.22
N (5.0733, -3.3705, -2.7090)  0.01
N (1.9420, -1.7877, -2.9899)  0.00
C (2.2938, -1.5386, -4.4400)  -0.25
C (3.4973, -0.7759, -4.6256)  0.02
C (3.8514, -0.4669, -6.0347)  0.01
C (2.8843, -1.0095, -6.9865)  -0.03
C (1.7203, -1.8062, -6.6429)  -0.09
N (1.4265, -2.0689, -5.3470)  0.12
N (1.0299, -0.9763, -2.5144)  0.17
H (4.6137, 3.6311, -0.3578)  0.09
H (5.9723, 2.3811, -0.2443)  0.07
H (4.2936, 1.9259, 0.2476)  0.06
H (5.4405, 1.8682, -2.5240)  0.12
H (3.9025, 1.1496, -1.8368)  0.08
H (2.4197, 3.2972, -4.0832)  0.13
H (2.5263, 1.6374, -3.3941)  0.10
H (1.5145, 4.1220, -1.7809)  0.12
H (0.4061, 3.3288, -2.9594)  0.12
H (0.7001, 2.6677, -0.1830)  0.11
H (1.8058, 1.4604, -0.9368)  0.10
H (-1.2952, 1.7881, -1.1239)  0.13
H (-0.5023, 1.0553, -2.5537)  0.09
H (-1.4133, -0.6416, -0.7634)  0.12
H (-0.1809, 0.0282, 0.4431)  0.13
H (1.0585, -2.2392, 0.6621)  0.14
H (3.4899, -4.7497, -2.7527)  0.10
H (3.5687, -3.7621, -4.2447)  0.13
H (5.6937, -4.0001, -3.2306)  0.09
H (5.1982, -3.6698, -1.7335)  0.03
H (4.1419, -0.4228, -3.7862)  0.11
H (4.7463, 0.1184, -6.3221)  0.12
H (3.0540, -0.7967, -8.0716)  0.11
H (1.0250, -2.2095, -7.4185)  0.13
C (-4.6555, -0.5586, -8.0421)  -0.12
O (-4.6535, 0.3115, -6.9153)  -0.31
P (-3.3617, 0.1806, -5.8189)  0.76
O (-2.2959, 0.0101, -6.8791)  -0.25
O (-3.9439, -1.2623, -5.2818)  -0.28
C (-5.2856, -1.3043, -4.7842)  -0.10
O (-2.2579, 0.2529, -4.5302)  -0.30
C (-1.2453, -0.7426, -4.4805)  -0.15
H (-5.6770, -0.5997, -8.4233)  0.10
H (-4.0095, -0.1606, -8.8237)  0.09
H (-4.3417, -1.5673, -7.7697)  0.09
H (-5.9097, -1.8415, -5.5018)  0.09
H (-5.6999, -0.3065, -4.6357)  0.09
H (-5.2974, -1.8418, -3.8354)  0.07
H (-0.4359, -0.4893, -5.1631)  0.07
H (-1.6435, -1.7297, -4.7157)  0.09
H (-0.8346, -0.7736, -3.4778)  0.04
C (-0.9129, -3.8732, -1.4336)  -0.13
O (-2.1529, -3.2268, -1.2076)  -0.31
P (-3.2858, -4.0297, -0.2171)  0.76
O (-2.2612, -4.4995, 0.7931)  -0.25
O (-3.5503, -5.1384, -1.4005)  -0.27
C (-3.9679, -4.6692, -2.6882)  -0.09
O (-4.6190, -4.5921, 0.6634)  -0.30
C (-4.5639, -5.9245, 1.1646)  -0.12
H (-0.4648, -3.4355, -2.3301)  0.09
H (-0.2472, -3.6999, -0.5940)  0.05
H (-1.0417, -4.9447, -1.5970)  0.10
H (-3.1419, -4.7932, -3.3926)  0.09
H (-4.2577, -3.6178, -2.6676)  0.06
H (-4.8132, -5.2674, -3.0279)  0.10
H (-3.9724, -5.9551, 2.0802)  0.09
H (-4.1578, -6.6201, 0.4320)  0.09
H (-5.5836, -6.2270, 1.4064)  0.10
C (1.7848, 5.9818, 4.0731)  -0.12
O (1.6800, 4.5923, 4.3693)  -0.32
P (0.3246, 3.7496, 3.7661)  0.78
O (0.3815, 4.4707, 2.4302)  -0.25
O (-0.6351, 4.5335, 4.8481)  -0.30
C (-0.3518, 4.3825, 6.2445)  -0.11
O (-0.9950, 2.7982, 3.2565)  -0.32
C (-2.0909, 3.4638, 2.6402)  -0.13
H (2.4714, 6.4212, 4.7985)  0.10
H (2.1982, 6.1222, 3.0752)  0.09
H (0.8194, 6.4832, 4.1560)  0.08
H (0.0574, 5.3237, 6.6194)  0.09
H (0.3673, 3.5849, 6.4341)  0.08
H (-1.2787, 4.1641, 6.7751)  0.09
H (-1.8624, 3.6701, 1.5934)  0.08
H (-2.3509, 4.3869, 3.1554)  0.08
H (-2.9491, 2.7904, 2.6763)  0.09
C (0.9869, -6.8110, 4.0672)  -0.13
O (1.7881, -7.9833, 3.9853)  -0.32
P (3.0515, -8.1570, 5.1131)  0.75
O (2.2576, -7.6384, 6.2899)  -0.24
O (3.9025, -6.9622, 4.3595)  -0.28
C (4.1871, -7.1127, 2.9699)  -0.12
O (4.4072, -8.5862, 6.0360)  -0.30
C (4.9077, -7.6252, 6.9581)  -0.13
H (0.4895, -6.6835, 3.1035)  0.09
H (0.2253, -6.9310, 4.8368)  0.09
H (1.5920, -5.9257, 4.2698)  0.09
H (3.5740, -6.3999, 2.4093)  0.04
H (3.9698, -8.1207, 2.6143)  0.09
H (5.2398, -6.8885, 2.7932)  0.09
H (4.3091, -7.6356, 7.8696)  0.09
H (4.9270, -6.6227, 6.5336)  0.08
H (5.9274, -7.9156, 7.2158)  0.09
C (-1.6150, 10.1998, 5.7867)  -0.12
O (-1.5004, 9.0739, 4.9236)  -0.32
P (-2.8866, 8.5987, 4.0577)  0.75
O (-3.3262, 10.0047, 3.7182)  -0.24
O (-3.5799, 8.0451, 5.4447)  -0.28
C (-2.8672, 7.0689, 6.2065)  -0.11
O (-4.0863, 7.8479, 3.1204)  -0.31
C (-5.4231, 8.3104, 3.2697)  -0.13
H (-0.7932, 10.1501, 6.5034)  0.09
H (-1.5204, 11.1217, 5.2141)  0.09
H (-2.5586, 10.1904, 6.3339)  0.09
H (-2.4978, 7.5388, 7.1216)  0.09
H (-2.0203, 6.6594, 5.6534)  0.06
H (-3.5457, 6.2586, 6.4760)  0.09
H (-5.5695, 9.2228, 2.6903)  0.09
H (-5.6813, 8.4835, 4.3131)  0.08
H (-6.0853, 7.5412, 2.8685)  0.09

Cartesian forces (eV/Å) of the 3 atoms listed first:
-0.194 -0.495 -0.550
1.072 0.456 1.707
-0.642 -2.019 -0.265

2.
The following is a DFT calculation (ωB97M-V with the def2-TZVPD basis set) of a cluster of 5 separate species, C32H70Cl3N7O11PS in total.

Kohn-Sham gap (eV): 5.814
Net charge: +1
Total energy (eV): -124956.0194
Largest force on an atom (Eh/bohr): 0.0344
E_LUMO (eV): -4.60

Each line ends with the Löwdin charge.
Atoms and positions in Å:
C (6.7905, -2.8926, 1.6923)  0.04
C (7.2074, -1.4539, 1.6903)  -0.44
O (8.1820, -1.0259, 2.2029)  0.18
O (6.3748, -0.5364, 1.0190)  0.11
C (5.1435, -0.9074, 0.5917)  -0.46
O (4.1815, -0.9108, 1.2959)  0.17
C (5.1295, -1.2577, -0.8888)  -0.03
C (3.7662, -1.2091, -1.4901)  -0.17
N (2.9995, -0.2125, -1.2302)  0.23
C (1.6963, -0.1997, -1.9393)  -0.45
N (0.7087, -0.8541, -1.1213)  0.14
C (1.3249, 1.2506, -2.3221)  -0.14
C (0.4263, 2.0032, -1.3327)  -0.19
C (1.0757, 2.3862, 0.0168)  -0.19
C (0.4533, 1.8489, 1.3127)  -0.28
S (-1.3119, 2.0223, 1.4330)  0.36
O (-1.7820, 2.9930, 0.5014)  -0.31
O (-1.6690, 2.0984, 2.8083)  -0.31
Cl (-1.9660, 0.1895, 0.7669)  0.45
C (2.0931, -1.1239, -3.1376)  -0.65
C (0.9355, -1.6587, -3.9482)  -0.08
Cl (3.0299, -0.0640, -4.2813)  0.74
C (3.0792, -2.1678, -2.4707)  -0.44
N (2.3011, -3.1894, -1.7265)  -0.05
C (2.6007, -3.3280, -0.2991)  -0.04
C (2.1122, -4.4383, -2.4138)  -0.50
C (2.4629, -5.7323, -1.7296)  0.01
O (1.6380, -4.4263, -3.5175)  0.09
P (4.2926, -3.0447, -3.7008)  0.71
O (5.0079, -4.0282, -2.6016)  -0.33
Cl (5.7920, -1.6488, -3.9593)  0.30
H (6.9359, -3.3520, 0.7140)  0.10
H (5.7596, -3.0146, 2.0242)  0.09
H (7.4352, -3.4010, 2.4022)  0.11
H (5.7519, -0.5288, -1.4167)  0.14
H (5.6336, -2.2094, -1.0346)  0.11
H (3.3193, 0.5382, -0.6274)  0.17
H (0.7745, -0.6328, -0.1387)  0.07
H (-0.2283, -0.6844, -1.4577)  0.09
H (0.7906, 1.2115, -3.2718)  0.12
H (2.2216, 1.8501, -2.4820)  0.11
H (0.1868, 2.9373, -1.8386)  0.13
H (-0.5236, 1.4908, -1.2106)  0.07
H (2.1330, 2.1102, 0.0550)  0.10
H (1.0605, 3.4710, 0.1014)  0.12
H (0.7065, 0.8160, 1.5466)  0.09
H (0.8131, 2.4391, 2.1576)  0.11
H (0.4770, -0.8307, -4.4872)  0.09
H (1.3199, -2.3396, -4.7021)  0.08
H (0.2140, -2.1865, -3.3323)  0.09
H (2.0379, -4.1564, 0.1166)  0.10
H (3.6581, -3.5090, -0.0565)  0.09
H (2.2831, -2.4393, 0.2390)  0.08
H (2.5759, -6.4941, -2.4925)  0.11
H (1.6197, -6.0210, -1.0959)  0.11
H (3.3316, -5.6744, -1.0793)  0.08
H (4.6480, -3.9702, -1.7109)  0.02
C (10.1148, 3.6455, -0.1961)  -0.07
C (10.0370, 2.2836, 0.4850)  -0.43
C (10.9230, 1.2103, -0.1595)  -0.20
O (10.4163, 0.6785, -1.3717)  -0.20
C (10.7041, 1.4343, -2.5336)  -0.11
N (8.6361, 1.8580, 0.5571)  0.05
H (9.5620, 3.6584, -1.1361)  0.06
H (9.6779, 4.4090, 0.4465)  0.08
H (11.1483, 3.9279, -0.4025)  0.08
H (10.3960, 2.4079, 1.5106)  0.14
H (10.9796, 0.3615, 0.5264)  0.12
H (11.9459, 1.5792, -0.3064)  0.12
H (11.6876, 1.9076, -2.4665)  0.09
H (9.9498, 2.2036, -2.7184)  0.07
H (10.7058, 0.7466, -3.3786)  0.09
H (8.5812, 1.0056, 1.1072)  0.03
H (8.3620, 1.5765, -0.3809)  0.06
C (-7.0026, 5.4842, 0.2645)  -0.06
C (-5.6822, 4.7263, 0.1813)  -0.43
C (-5.3907, 4.1219, -1.1983)  -0.20
O (-6.1062, 2.9357, -1.4741)  -0.20
C (-7.4260, 3.0817, -1.9575)  -0.11
N (-5.6537, 3.7128, 1.2379)  0.05
H (-7.8541, 4.8046, 0.3101)  0.07
H (-7.0264, 6.0918, 1.1680)  0.08
H (-7.1361, 6.1459, -0.5934)  0.08
H (-4.8770, 5.4412, 0.3778)  0.14
H (-4.3381, 3.8257, -1.2203)  0.11
H (-5.5404, 4.8615, -1.9963)  0.12
H (-7.5345, 3.9455, -2.6197)  0.10
H (-8.1445, 3.1533, -1.1378)  0.08
H (-7.6540, 2.1825, -2.5315)  0.08
H (-4.7379, 3.2723, 1.2564)  0.06
H (-6.2923, 2.9695, 0.9667)  0.07
C (-9.4980, -1.7897, -0.5672)  -0.07
C (-8.5413, -0.8187, -1.2508)  -0.43
C (-7.2787, -1.4847, -1.8149)  -0.21
O (-6.3035, -1.8236, -0.8458)  -0.20
C (-6.5155, -3.0487, -0.1701)  -0.11
N (-8.2253, 0.2716, -0.3261)  0.06
H (-9.1351, -2.0846, 0.4175)  0.07
H (-10.4689, -1.3172, -0.4247)  0.08
H (-9.6440, -2.6916, -1.1646)  0.08
H (-9.0702, -0.3844, -2.1058)  0.14
H (-6.7851, -0.7710, -2.4803)  0.12
H (-7.5381, -2.3667, -2.4158)  0.12
H (-6.9678, -3.7945, -0.8309)  0.09
H (-7.1453, -2.9238, 0.7136)  0.08
H (-5.5422, -3.4138, 0.1570)  0.08
H (-7.6753, 0.9695, -0.8149)  0.02
H (-7.5905, -0.1035, 0.3742)  0.07
C (-4.9604, 0.2234, 6.3190)  -0.07
C (-4.6299, -1.2280, 5.9870)  -0.44
C (-3.8125, -1.3961, 4.6994)  -0.21
O (-4.5495, -1.2461, 3.5020)  -0.19
C (-4.7421, 0.0910, 3.0767)  -0.12
N (-5.8697, -2.0059, 5.9731)  0.04
H (-5.7602, 0.6090, 5.6871)  0.07
H (-5.2996, 0.3001, 7.3511)  0.08
H (-4.0874, 0.8680, 6.1987)  0.08
H (-4.0073, -1.6186, 6.7983)  0.13
H (-3.4251, -2.4187, 4.6741)  0.12
H (-2.9476, -0.7172, 4.6979)  0.12
H (-3.8768, 0.7140, 3.3197)  0.06
H (-5.6397, 0.5344, 3.5134)  0.08
H (-4.8710, 0.0718, 1.9934)  0.07
H (-5.6548, -2.9930, 5.8698)  0.07
H (-6.3845, -1.7652, 5.1305)  0.07

Cartesian forces (eV/Å) of the 3 atoms listed first:
-0.080 -0.072 0.203
0.278 0.091 0.417
0.045 0.109 -0.133